This record from OMol25 describes a structure of composition C46H41N3O4PdS. The level of theory is wB97M-V/def2-TZVPD.

The multiplicity is 3. The gap between HOMO and LUMO (spin up / spin down) comes out at 7.792 / 7.673 eV. The LUMO energy (spin up / spin down) is 0.0039 / -0.0104 hartree. Its relative energy (zero: lowest compared OMol25 entry of this formula, charge and spin) is 0.0 kJ/mol. The total charge is 0. The HOMO energy (spin up / spin down) comes out at -7.69 / -7.96 eV.

The geometry in XYZ format:
```
96
Properties=species:S:1:pos:R:3:forces:R:3:lowdin_charge:R:1
Pd 0.41158 -0.60175 0.51871 -0.16 -0.06 -0.59 1.0565
O 1.51489 1.07415 -0.04223 -0.05 0.05 0.01 -0.2479
C 1.52372 1.61264 -1.31856 0.04 -0.04 0.03 -0.4876
C 1.31550 0.53836 -2.42834 -0.02 0.00 0.03 -0.0604
C -0.09206 0.02626 -2.50484 0.00 -0.02 0.02 -0.2364
C -0.82339 0.18740 -3.67356 0.00 0.00 -0.01 -0.0057
C -2.12374 -0.27525 -3.72911 0.00 0.00 -0.01 -0.0365
C -2.67883 -0.84572 -2.60014 -0.03 0.03 0.07 -0.0199
C -1.92248 -0.94444 -1.43825 -0.03 0.00 0.03 -0.2294
C -2.50478 -1.49840 -0.17068 0.01 0.05 0.00 -0.0550
C -2.63513 -0.49667 1.02621 0.03 0.01 0.00 -0.4751
O -1.41027 0.00035 1.41435 0.09 -0.01 0.01 -0.2902
C -3.28254 -1.32242 2.16396 -0.06 -0.03 -0.01 -0.1319
C -4.57492 -1.83165 2.04536 0.02 -0.02 0.00 -0.0294
C -5.14637 -2.57754 3.06381 0.00 0.00 0.00 -0.0814
C -4.43757 -2.82015 4.23355 0.00 0.00 0.00 -0.0988
C -3.15883 -2.30363 4.36800 -0.01 0.01 -0.01 -0.0869
C -2.59007 -1.56306 3.33923 0.00 0.02 0.03 -0.0290
C -3.59487 0.68160 0.77566 0.03 0.01 0.00 -0.1368
C -3.49231 1.76647 1.64769 0.04 0.01 -0.02 -0.0295
C -4.36583 2.83611 1.56466 -0.01 0.01 -0.02 -0.0900
C -5.35931 2.85594 0.59118 0.00 0.02 0.01 -0.1036
C -5.47071 1.78836 -0.28150 0.00 -0.03 -0.01 -0.0817
C -4.60128 0.70578 -0.17973 0.01 0.02 0.03 -0.0420
N -0.63678 -0.56032 -1.42740 0.01 0.07 0.05 0.1082
C 0.42372 2.65755 -1.54834 0.02 0.02 -0.03 -0.1634
C 0.49664 3.51787 -2.64284 0.01 0.00 0.00 -0.0371
C -0.54655 4.38083 -2.93874 0.00 0.00 0.00 -0.0861
C -1.68453 4.38811 -2.14182 0.00 0.01 -0.01 -0.0921
C -1.75945 3.54039 -1.04734 -0.01 0.00 0.01 -0.0573
C -0.70762 2.68217 -0.74410 -0.03 -0.01 0.01 -0.0086
C 2.90566 2.26567 -1.45475 0.01 -0.03 -0.01 -0.1558
C 3.20111 3.30819 -0.57572 0.01 0.00 0.01 -0.0220
C 4.45288 3.89579 -0.56192 -0.01 0.00 0.00 -0.0791
C 5.44434 3.45145 -1.43185 0.00 0.00 -0.01 -0.1015
C 5.16208 2.42156 -2.31164 0.01 0.01 0.00 -0.0899
C 3.89914 1.83348 -2.32253 -0.01 -0.01 -0.01 -0.0453
H 1.55735 0.97251 -3.39941 -0.01 0.01 0.01 0.1165
H 2.00215 -0.28944 -2.26062 0.08 -0.07 0.05 0.0992
H -0.36428 0.67493 -4.52216 0.00 0.00 0.00 0.1178
H -2.70395 -0.17776 -4.63779 0.00 0.00 0.00 0.1122
H -3.69642 -1.20862 -2.60590 -0.03 0.02 0.02 0.1096
H -3.47306 -1.94788 -0.39219 -0.01 0.00 -0.01 0.1111
H -1.85896 -2.29817 0.20226 0.00 0.00 0.02 0.1076
H -5.15513 -1.62540 1.15312 0.00 -0.01 0.01 0.1090
H -6.15243 -2.96160 2.94949 0.00 0.00 0.00 0.1000
H -4.88445 -3.39562 5.03417 0.00 0.00 0.00 0.0972
H -2.60199 -2.47136 5.28308 0.00 -0.01 0.00 0.0978
H -1.59852 -1.14947 3.43997 -0.06 0.00 -0.03 0.0756
H -2.70761 1.75273 2.39272 0.00 -0.01 -0.01 0.1196
H -4.27002 3.66379 2.25681 0.00 0.00 0.00 0.1029
H -6.03899 3.69548 0.51890 0.00 0.00 0.00 0.0980
H -6.24153 1.78633 -1.04248 0.00 0.00 0.00 0.0996
H -4.73749 -0.12775 -0.85159 0.03 -0.08 -0.10 0.0907
H 1.38549 3.51768 -3.26574 0.00 0.00 0.00 0.1182
H -0.47173 5.04766 -3.78915 0.00 0.00 0.00 0.0977
H -2.50709 5.05402 -2.37191 0.00 0.00 0.00 0.0972
H -2.64526 3.53465 -0.42620 -0.03 0.00 0.03 0.0838
H -0.77857 2.01368 0.10673 0.01 -0.01 0.00 0.0932
H 2.42860 3.64695 0.10411 0.00 0.00 0.00 0.1247
H 4.66016 4.70686 0.12542 0.00 0.00 0.00 0.0998
H 6.42386 3.91236 -1.42554 0.00 0.00 0.00 0.0968
H 5.92181 2.07266 -3.00075 0.00 0.00 0.00 0.0984
H 3.70804 1.02964 -3.02227 0.01 -0.01 0.01 0.1016
N 1.18707 -4.80758 -3.06431 -0.02 -0.08 0.09 0.1789
C 2.50898 -4.55026 -2.89621 0.02 0.19 -0.24 -0.5014
O 3.37627 -5.18093 -3.46786 0.00 -0.07 0.09 0.0629
C 2.85335 -3.39541 -2.00193 0.02 -0.06 0.09 -0.1106
C 4.11476 -2.82067 -2.11905 0.00 -0.02 0.01 0.0154
C 4.44568 -1.74698 -1.31269 -0.01 0.01 0.00 -0.0245
C 3.49811 -1.26907 -0.41953 0.00 0.03 -0.04 -0.1230
N 2.30046 -1.83609 -0.28483 -0.14 0.15 0.01 0.0137
C 1.98938 -2.88179 -1.04727 0.03 -0.01 0.02 -0.0854
H 0.93483 -5.55262 -3.69025 0.00 0.01 -0.01 0.1146
H 0.46806 -4.20070 -2.71664 0.00 0.01 0.00 0.0918
H 4.80638 -3.23183 -2.84274 0.00 0.00 0.00 0.1255
H 5.40956 -1.26226 -1.38409 0.00 0.00 -0.01 0.1129
H 3.67204 -0.38717 0.18545 -0.02 0.00 -0.04 0.1108
H 1.01295 -3.31319 -0.85072 -0.01 0.00 -0.02 0.1088
C 0.38417 -3.17519 4.17033 0.07 0.00 -0.06 -0.2239
S 1.18040 -2.96710 2.56394 -0.20 -0.12 0.06 0.9515
O 0.03869 -2.78785 1.59134 0.19 0.06 0.05 -0.5723
C 1.91817 -1.35602 2.82028 0.01 -0.04 0.02 -0.4221
C 3.30327 -1.27823 2.84766 -0.03 0.01 0.02 -0.1084
C 3.90645 -0.03562 2.97245 0.00 0.04 0.03 -0.0733
C 3.12920 1.11485 3.03846 0.05 -0.03 -0.02 -0.0577
C 1.74782 1.02774 3.00736 -0.08 -0.04 -0.11 -0.0503
C 1.12246 -0.21172 2.89754 0.17 0.06 0.53 -0.1453
H 0.00412 -2.22682 4.54114 -0.01 -0.01 -0.03 0.0467
H 1.10409 -3.60318 4.86658 0.03 0.03 0.00 0.0576
H -0.43731 -3.86784 3.99453 0.01 -0.02 0.03 0.0596
H 3.89936 -2.17736 2.74745 0.00 0.00 0.01 0.1112
H 4.98612 0.03788 2.99272 0.00 0.00 0.00 0.1103
H 3.60770 2.08319 3.10065 0.00 0.00 0.00 0.1107
H 1.13787 1.92042 3.03406 0.01 0.01 0.01 0.1231
H 0.03853 -0.26501 2.93665 0.03 -0.01 -0.11 0.0750
```
Positions in Å, forces in eV/Å.